{
  "formula": "C16H22F6NO5",
  "method": "ωB97M-V/def2-TZVPD",
  "charge": 1,
  "gap_ev": 8.372,
  "e_homo_ev": -13.310,
  "molar_mass_g_mol": 422.34,
  "e_tot_ha": -1652.628643,
  "elements": ["C", "C", "C", "N", "C", "C", "C", "C", "C", "O", "H", "H", "H", "H", "H", "H", "H", "H", "H", "H", "H", "H", "C", "C", "O", "C", "O", "C", "F", "F", "F", "H", "H", "H", "H", "H", "C", "C", "O", "C", "O", "C", "F", "F", "F", "H", "H", "H", "H", "H"],
  "positions_angstrom": [[2.54, -2.46, 2.47], [2.00, -1.31, 2.84], [1.76, 0.11, 3.52], [2.20, 0.28, 4.77], [1.90, 1.65, 5.28], [1.44, 2.49, 3.98], [0.98, 1.37, 2.91], [-0.55, 0.85, 2.90], [-1.17, 0.56, 4.36], [-2.29, -0.38, 4.17], [2.99, -3.53, 2.47], [2.68, -0.53, 5.22], [2.95, 2.04, 5.58], [1.06, 1.80, 6.04], [2.41, 2.89, 3.53], [0.75, 3.38, 4.18], [1.23, 1.64, 1.81], [-1.26, 1.60, 2.37], [-0.64, -0.13, 2.28], [-0.47, 0.05, 5.10], [-1.60, 1.49, 4.87], [-1.89, -1.18, 3.73], [0.16, -3.46, -2.42], [-0.67, -2.21, -2.22], [-1.69, -2.44, -1.22], [-1.29, -2.34, 0.06], [-0.15, -2.09, 0.41], [-2.47, -2.55, 1.01], [-3.23, -3.60, 0.66], [-3.28, -1.48, 1.03], [-2.08, -2.77, 2.28], [-0.49, -4.32, -2.66], [0.87, -3.32, -3.23], [0.71, -3.73, -1.52], [-1.19, -1.96, -3.14], [-0.05, -1.35, -1.95], [-0.96, 3.59, -4.45], [-0.26, 3.08, -5.70], [0.51, 1.90, -5.40], [-0.18, 0.74, -5.35], [-1.37, 0.65, -5.53], [0.76, -0.43, -5.08], [1.64, -0.17, -4.09], [1.50, -0.75, -6.17], [0.11, -1.55, -4.72], [-0.23, 3.76, -3.65], [-1.48, 4.53, -4.66], [-1.69, 2.87, -4.08], [0.44, 3.83, -6.06], [-0.97, 2.89, -6.51]],
  "lowdin_charge": [0.17, 0.02, -0.11, 0.11, -0.11, -0.10, -0.18, -0.11, -0.22, -0.10, 0.10, 0.19, 0.15, 0.14, 0.13, 0.14, 0.17, 0.15, 0.11, 0.11, 0.14, 0.07, -0.05, -0.21, 0.04, -0.36, 0.12, -0.50, 0.17, 0.16, 0.14, 0.09, 0.08, 0.08, 0.12, 0.12, -0.06, -0.20, 0.02, -0.36, 0.17, -0.49, 0.15, 0.17, 0.13, 0.08, 0.09, 0.08, 0.13, 0.13]
}

{
  "formula": "CH3NO2S",
  "method": "ωB97M-V/def2-TZVPD",
  "multiplicity": 3,
  "gap_ev": [8.689, 7.126],
  "e_homo_ev": [-8.460, -10.575],
  "molar_mass_g_mol": 93.11,
  "s_squared": 2.01,
  "e_above_lowest_kcal_mol": 78.0,
  "e_tot_ha": -643.076490,
  "elements": ["C", "N", "O", "O", "S", "H", "H", "H"],
  "positions_angstrom": [[0.65, 0.21, -0.56], [-0.61, 0.72, -0.35], [-0.61, 1.81, 0.16], [-1.58, 0.12, -0.72], [0.73, -1.32, 1.37], [0.74, -0.64, -1.13], [1.34, 0.95, -0.18], [-0.65, -1.85, 1.40]],
  "lowdin_charge": [-0.10, -0.58, 0.03, 0.03, 0.59, 0.04, 0.08, -0.10]
}

{
  "formula": "C35H71Br2N13O22S2",
  "method": "ωB97M-V/def2-TZVPD",
  "gap_ev": 8.524,
  "smiles": "CC(=O)N(C)CCCC[C@@H](O[C@@H](CCCCCCCSc1nnco1)OC#N)[C@@H](S)O[C@H](C[C@@H](O)CN)[C@@H](Br)[C@H](C)Br.C[N+](=O)[O-].C[N+](=O)[O-].C[N+](=O)[O-].C[N+](=O)[O-].C[N+](=O)[O-].C[N+](=O)[O-].C[N+](=O)[O-].C[N+](=O)[O-]",
  "e_homo_ev": -8.958,
  "molar_mass_g_mol": 1249.96,
  "e_above_lowest_kcal_mol": 0.0,
  "e_tot_ha": -9686.880623,
  "elements": ["C", "C", "O", "N", "C", "C", "C", "C", "C", "C", "O", "C", "C", "C", "C", "C", "C", "C", "C", "S", "C", "N", "N", "C", "O", "O", "C", "N", "C", "S", "O", "C", "C", "C", "O", "C", "N", "C", "Br", "C", "C", "Br", "H", "H", "H", "H", "H", "H", "H", "H", "H", "H", "H", "H", "H", "H", "H", "H", "H", "H", "H", "H", "H", "H", "H", "H", "H", "H", "H", "H", "H", "H", "H", "H", "H", "H", "H", "H", "H", "H", "H", "H", "H", "H", "H", "H", "H", "H", "H", "C", "N", "O", "O", "H", "H", "H", "C", "N", "O", "O", "H", "H", "H", "C", "N", "O", "O", "H", "H", "H", "C", "N", "O", "O", "H", "H", "H", "C", "N", "O", "O", "H", "H", "H", "C", "N", "O", "O", "H", "H", "H", "C", "N", "O", "O", "H", "H", "H", "C", "N", "O", "O", "H", "H", "H"],
  "positions_angstrom": [[6.19, -1.74, 2.20], [6.82, -0.62, 1.41], [7.65, 0.10, 1.90], [6.34, -0.45, 0.08], [6.89, -1.55, -0.75], [6.78, 0.86, -0.44], [6.13, 1.28, -1.77], [4.99, 2.32, -1.65], [3.59, 1.92, -2.13], [3.22, 0.44, -2.22], [3.40, -0.32, -1.04], [3.07, 0.21, 0.19], [1.59, 0.46, 0.40], [1.15, 0.67, 1.85], [1.53, 2.05, 2.39], [0.52, 3.16, 1.99], [-0.55, 3.46, 3.03], [-1.59, 2.35, 3.27], [-1.22, 1.32, 4.33], [-1.01, 2.04, 5.99], [0.73, 1.99, 6.07], [1.57, 2.98, 6.19], [2.85, 2.42, 6.22], [2.66, 1.13, 6.09], [1.36, 0.77, 6.00], [3.52, -0.79, 1.16], [3.79, -1.99, 0.76], [4.00, -3.07, 0.51], [1.79, 0.33, -2.85], [1.98, 0.43, -4.68], [1.21, -0.88, -2.44], [-0.01, -1.31, -3.08], [-1.13, -0.27, -3.04], [-2.32, -0.63, -3.98], [-1.98, -1.74, -4.78], [-3.66, -0.83, -3.20], [-4.24, -2.16, -3.31], [-0.42, -2.57, -2.32], [0.83, -4.00, -2.81], [-0.46, -2.33, -0.80], [0.41, -3.21, 0.08], [-2.31, -2.59, -0.14], [6.84, -1.97, 3.04], [5.22, -1.42, 2.57], [6.04, -2.63, 1.58], [6.63, -1.37, -1.79], [6.44, -2.50, -0.46], [7.98, -1.60, -0.67], [7.87, 0.85, -0.58], [6.58, 1.60, 0.33], [6.94, 1.75, -2.34], [5.82, 0.41, -2.36], [5.26, 3.21, -2.21], [4.95, 2.63, -0.60], [3.48, 2.28, -3.16], [2.84, 2.48, -1.55], [3.90, -0.03, -2.94], [3.68, 1.09, 0.44], [1.30, 1.36, -0.17], [1.05, -0.37, -0.06], [1.51, -0.14, 2.49], [0.06, 0.59, 1.84], [2.52, 2.33, 2.02], [1.61, 2.04, 3.48], [1.11, 4.07, 1.85], [0.06, 2.93, 1.02], [-0.07, 3.74, 3.97], [-1.10, 4.34, 2.70], [-1.75, 1.81, 2.32], [-2.56, 2.80, 3.53], [-0.29, 0.82, 4.08], [-1.97, 0.53, 4.41], [3.43, 0.37, 6.06], [1.18, 1.18, -2.53], [1.51, 1.67, -4.83], [0.19, -1.60, -4.11], [-1.50, -0.15, -2.02], [-0.75, 0.71, -3.34], [-2.49, 0.22, -4.65], [-2.31, -1.60, -5.67], [-3.52, -0.54, -2.16], [-4.38, -0.12, -3.63], [-5.22, -2.13, -3.55], [-4.12, -2.71, -2.47], [-1.38, -2.93, -2.68], [-0.25, -1.29, -0.58], [0.24, -2.91, 1.12], [1.46, -3.07, -0.14], [0.11, -4.26, 0.01], [-4.60, 0.53, -8.56], [-3.25, 0.13, -8.07], [-3.20, -0.74, -7.23], [-2.30, 0.71, -8.55], [-5.34, -0.07, -8.04], [-4.72, 1.59, -8.35], [-4.62, 0.36, -9.63], [0.28, 7.41, -0.25], [0.13, 5.95, -0.48], [0.83, 5.43, -1.34], [-0.65, 5.35, 0.21], [1.02, 7.79, -0.94], [-0.70, 7.86, -0.41], [0.59, 7.54, 0.78], [1.71, 4.78, -4.31], [3.01, 4.47, -4.98], [4.00, 4.36, -4.28], [2.98, 4.35, -6.19], [1.88, 4.86, -3.24], [1.35, 5.72, -4.72], [1.03, 3.98, -4.54], [-3.94, 0.06, 2.13], [-4.51, 0.75, 0.94], [-5.69, 1.05, 0.96], [-3.75, 0.94, 0.01], [-4.72, -0.08, 2.87], [-3.54, -0.89, 1.77], [-3.13, 0.69, 2.50], [-8.75, 1.27, 1.96], [-9.99, 1.80, 2.59], [-10.20, 2.99, 2.52], [-10.72, 0.99, 3.12], [-8.20, 2.10, 1.53], [-8.17, 0.78, 2.75], [-9.04, 0.54, 1.21], [2.48, -7.14, 0.97], [1.21, -6.40, 1.17], [1.18, -5.53, 2.01], [0.27, -6.71, 0.45], [3.21, -6.75, 1.67], [2.27, -8.19, 1.15], [2.79, -6.99, -0.06], [-6.05, -2.97, 5.23], [-6.28, -1.57, 4.77], [-7.38, -1.27, 4.37], [-5.33, -0.81, 4.82], [-6.98, -3.51, 5.13], [-5.26, -3.38, 4.61], [-5.73, -2.91, 6.27], [-1.63, -6.53, 2.98], [-2.90, -5.76, 3.15], [-2.92, -4.88, 3.99], [-3.83, -6.07, 2.44], [-0.90, -6.14, 3.68], [-1.86, -7.57, 3.17], [-1.29, -6.38, 1.96]],
  "lowdin_charge": [0.00, -0.49, 0.10, -0.11, -0.04, -0.18, -0.15, -0.16, -0.15, -0.32, -0.02, -0.28, -0.09, -0.17, -0.16, -0.20, -0.20, -0.26, -0.45, 1.00, -0.71, 0.05, 0.05, -0.19, 0.02, 0.05, -0.38, 0.21, -0.58, 0.89, -0.15, -0.40, -0.07, -0.33, -0.05, -0.22, 0.01, -0.62, 0.79, -0.69, -0.22, 0.78, 0.09, 0.08, 0.05, 0.08, 0.07, 0.10, 0.12, 0.12, 0.11, 0.09, 0.10, 0.10, 0.08, 0.12, 0.13, 0.15, 0.13, 0.09, 0.12, 0.10, 0.11, 0.09, 0.10, 0.10, 0.09, 0.10, 0.08, 0.11, 0.06, 0.07, 0.13, 0.11, -0.15, 0.10, 0.11, 0.10, 0.13, 0.06, 0.06, 0.11, 0.06, 0.02, 0.07, 0.05, 0.08, 0.05, 0.03, 0.05, -0.43, 0.06, 0.09, 0.10, 0.10, 0.10, 0.06, -0.43, 0.05, 0.07, 0.10, 0.10, 0.10, 0.04, -0.44, 0.06, 0.07, 0.06, 0.10, 0.09, 0.05, -0.43, 0.07, 0.05, 0.07, 0.04, 0.05, 0.03, -0.45, 0.06, 0.06, 0.08, 0.08, 0.10, 0.06, -0.43, 0.06, 0.04, 0.10, 0.10, 0.11, 0.06, -0.43, 0.08, 0.03, 0.10, 0.09, 0.10, 0.04, -0.44, 0.05, 0.06, 0.09, 0.11, 0.07]
}

{
  "formula": "C5H5FS",
  "method": "ωB97M-V/def2-TZVPD",
  "gap_ev": 9.998,
  "smiles": "C#C/C=C(\\F)CS",
  "e_homo_ev": -9.206,
  "molar_mass_g_mol": 116.16,
  "e_above_lowest_kcal_mol": 35.9,
  "e_tot_ha": -691.475234,
  "elements": ["C", "C", "C", "C", "F", "C", "S", "H", "H", "H", "H", "H"],
  "positions_angstrom": [[-3.48, 0.99, -0.01], [-2.31, 1.00, -0.31], [-0.86, 1.00, -0.46], [0.02, 0.33, 0.22], [-0.32, -0.63, 1.14], [1.49, 0.40, 0.11], [2.09, -1.22, -0.47], [-4.56, 0.98, 0.07], [-0.56, 1.81, -1.13], [1.80, 1.20, -0.61], [1.98, 0.76, 1.03], [1.65, -1.86, 0.58]],
  "lowdin_charge": [0.11, -0.12, -0.07, -0.40, 0.03, -0.49, 0.75, 0.04, 0.12, 0.10, 0.09, -0.16]
}

{
  "formula": "C2H3FO2",
  "method": "ωB97M-V/def2-TZVPD",
  "gap_ev": 10.600,
  "smiles": "O=C(O)CF",
  "e_homo_ev": -10.624,
  "molar_mass_g_mol": 78.04,
  "e_above_lowest_kcal_mol": 56.9,
  "e_tot_ha": -328.264321,
  "elements": ["O", "C", "O", "C", "F", "H", "H", "H"],
  "positions_angstrom": [[-0.49, -1.53, -1.16], [-0.14, -0.77, -0.23], [-0.39, -1.09, 1.00], [0.28, 0.59, -0.48], [0.88, 0.80, 0.86], [-0.43, -0.25, 1.86], [1.01, 0.79, -1.39], [-0.73, 1.45, -0.46]],
  "lowdin_charge": [0.08, -0.63, 0.05, -0.04, -0.15, 0.30, 0.16, 0.22]
}

{
  "formula": "CHN3O",
  "method": "ωB97M-V/def2-TZVPD",
  "gap_ev": 13.321,
  "smiles": "N#[N+][O-].C#N",
  "e_homo_ev": -12.584,
  "molar_mass_g_mol": 71.04,
  "e_above_lowest_kcal_mol": 81.8,
  "e_tot_ha": -278.127117,
  "elements": ["N", "N", "O", "C", "N", "H"],
  "positions_angstrom": [[-0.54, -2.49, 2.00], [-1.63, -2.40, 2.18], [-2.77, -2.22, 2.33], [0.98, -0.36, 0.23], [1.87, 0.38, 0.23], [0.25, -1.11, 0.29]],
  "lowdin_charge": [0.23, -0.30, 0.12, -0.10, 0.05, 0.00]
}

{
  "formula": "FH2N2O",
  "method": "ωB97M-V/def2-TZVPD",
  "charge": -1,
  "gap_ev": [8.174, 7.681],
  "e_homo_ev": [-2.965, -2.485],
  "molar_mass_g_mol": 65.03,
  "e_above_lowest_kcal_mol": 27.9,
  "e_tot_ha": -285.696564,
  "elements": ["N", "N", "O", "F", "H", "H"],
  "positions_angstrom": [[-1.01, 0.44, -0.48], [0.49, -0.88, 0.14], [0.94, -0.39, 1.19], [1.48, -0.69, -1.03], [-1.36, 0.19, 0.44], [-0.54, 1.34, -0.26]],
  "lowdin_charge": [-0.13, -0.17, -0.21, -0.31, -0.10, -0.08]
}

{
  "formula": "C48H46KN4O2PS2",
  "method": "ωB97M-V/def2-TZVPD",
  "charge": -2,
  "gap_ev": 5.119,
  "e_homo_ev": -1.272,
  "molar_mass_g_mol": 845.13,
  "e_above_lowest_kcal_mol": 11.8,
  "e_tot_ha": -3963.978844,
  "elements": ["K", "C", "C", "C", "C", "C", "C", "C", "C", "C", "H", "H", "H", "H", "H", "H", "H", "H", "H", "H", "H", "H", "O", "C", "O", "C", "C", "C", "C", "C", "C", "P", "C", "C", "C", "C", "C", "C", "C", "C", "C", "C", "C", "C", "H", "H", "H", "H", "H", "H", "H", "H", "H", "H", "H", "H", "H", "H", "C", "C", "C", "C", "C", "C", "N", "N", "C", "C", "C", "C", "C", "C", "H", "H", "H", "H", "H", "H", "H", "H", "H", "C", "N", "C", "N", "S", "H", "H", "H", "H", "H", "H", "S", "C", "C", "C", "C", "C", "C", "H", "H", "H", "H", "H"],
  "positions_angstrom": [[0.19, -0.18, -0.26], [-0.97, 1.63, -4.42], [-0.32, 0.38, -3.90], [1.03, 0.36, -3.58], [1.64, -0.79, -3.07], [3.09, -0.75, -2.68], [0.87, -1.93, -2.88], [-0.49, -1.93, -3.17], [-1.32, -3.16, -2.92], [-1.07, -0.77, -3.67], [-0.23, 2.33, -4.80], [-1.56, 2.11, -3.64], [-1.67, 1.39, -5.23], [1.61, 1.27, -3.69], [3.74, -0.79, -3.56], [3.34, -1.60, -2.04], [3.32, 0.17, -2.14], [1.31, -2.81, -2.43], [-1.47, -3.72, -3.85], [-2.30, -2.88, -2.53], [-0.83, -3.80, -2.20], [-2.14, -0.74, -3.85], [0.65, -4.22, -0.14], [-0.12, -3.47, 0.48], [-0.65, -2.40, 0.08], [-0.47, -3.84, 1.93], [-0.08, -5.09, 2.40], [-0.34, -5.47, 3.71], [-0.99, -4.58, 4.55], [-1.38, -3.33, 4.08], [-1.14, -2.94, 2.76], [-1.63, -1.25, 2.14], [-2.16, -0.52, 3.75], [-3.45, -0.54, 4.29], [-3.72, 0.05, 5.51], [-2.70, 0.65, 6.23], [-1.42, 0.69, 5.71], [-1.16, 0.13, 4.47], [-3.25, -1.61, 1.38], [-4.05, -0.52, 1.03], [-5.30, -0.72, 0.46], [-5.75, -2.01, 0.20], [-4.94, -3.10, 0.51], [-3.70, -2.90, 1.10], [0.45, -5.73, 1.71], [-0.03, -6.44, 4.07], [-1.20, -4.85, 5.58], [-1.90, -2.67, 4.76], [-4.25, -1.02, 3.73], [-4.73, 0.02, 5.91], [-2.91, 1.11, 7.20], [-0.61, 1.16, 6.27], [-0.16, 0.19, 4.04], [-3.70, 0.49, 1.20], [-5.91, 0.13, 0.19], [-6.71, -2.16, -0.27], [-5.28, -4.10, 0.30], [-3.08, -3.75, 1.33], [3.38, -2.43, 4.73], [2.36, -2.65, 3.82], [2.09, -1.69, 2.85], [2.84, -0.52, 2.80], [3.86, -0.30, 3.72], [4.13, -1.26, 4.68], [2.47, 0.43, 1.80], [3.36, 1.26, 1.59], [3.01, 2.27, 0.62], [3.77, 3.44, 0.80], [3.46, 4.56, 0.06], [2.43, 4.46, -0.88], [1.77, 3.26, -1.08], [1.99, 2.08, -0.33], [3.59, -3.17, 5.50], [1.77, -3.55, 3.85], [1.29, -1.84, 2.14], [4.43, 0.62, 3.66], [4.92, -1.09, 5.41], [4.57, 3.45, 1.53], [4.00, 5.49, 0.19], [2.15, 5.33, -1.47], [1.00, 3.24, -1.85], [-0.43, 3.81, 5.01], [-1.24, 3.57, 3.83], [-0.73, 3.09, 2.66], [0.61, 3.20, 2.53], [-1.70, 2.41, 1.50], [-1.09, 3.87, 5.88], [0.11, 4.76, 4.93], [0.30, 3.02, 5.17], [-2.20, 3.28, 3.98], [1.12, 3.89, 3.04], [0.97, 2.97, 1.61], [-3.51, 1.82, -1.83], [-5.19, 1.92, -1.44], [-6.17, 1.19, -2.14], [-7.51, 1.21, -1.76], [-7.93, 1.98, -0.68], [-6.98, 2.74, 0.00], [-5.65, 2.71, -0.37], [-5.85, 0.57, -2.97], [-8.22, 0.62, -2.32], [-8.98, 1.99, -0.39], [-7.29, 3.35, 0.85], [-4.92, 3.29, 0.19]],
  "lowdin_charge": [0.57, -0.07, -0.27, -0.04, -0.31, -0.05, -0.04, -0.27, -0.05, -0.02, 0.07, 0.00, 0.07, 0.11, 0.07, 0.08, 0.06, 0.11, 0.07, 0.08, 0.06, 0.11, -0.01, -0.66, -0.24, -0.16, -0.04, -0.11, -0.10, -0.08, -0.28, 1.09, -0.38, -0.08, -0.10, -0.11, -0.11, -0.11, -0.35, -0.10, -0.07, -0.09, -0.10, -0.08, 0.11, 0.09, 0.09, 0.09, 0.11, 0.09, 0.09, 0.09, 0.10, 0.05, 0.08, 0.09, 0.09, 0.10, -0.11, -0.06, -0.01, -0.24, -0.04, -0.11, 0.06, 0.05, -0.37, -0.09, -0.14, -0.13, -0.17, -0.14, 0.09, 0.09, 0.08, 0.09, 0.09, 0.08, 0.08, 0.08, 0.07, -0.12, -0.07, -0.93, 0.12, 0.65, 0.08, 0.07, 0.07, 0.10, 0.09, 0.05, 0.47, -0.82, -0.17, -0.15, -0.16, -0.14, -0.16, 0.08, 0.08, 0.07, 0.08, 0.08]
}

Please write out number 6 again, unchanged.
{
  "formula": "CHN3O",
  "method": "ωB97M-V/def2-TZVPD",
  "gap_ev": 13.321,
  "smiles": "N#[N+][O-].C#N",
  "e_homo_ev": -12.584,
  "molar_mass_g_mol": 71.04,
  "e_above_lowest_kcal_mol": 81.8,
  "e_tot_ha": -278.127117,
  "elements": ["N", "N", "O", "C", "N", "H"],
  "positions_angstrom": [[-0.54, -2.49, 2.00], [-1.63, -2.40, 2.18], [-2.77, -2.22, 2.33], [0.98, -0.36, 0.23], [1.87, 0.38, 0.23], [0.25, -1.11, 0.29]],
  "lowdin_charge": [0.23, -0.30, 0.12, -0.10, 0.05, 0.00]
}